## a
Below is one molecule with the formula C19H20ClNO5, with properties calculated with ωB97M-V/def2-TZVPD.

```
46
C19H20ClNO5 | the OMol25 dataset | ωB97M-V/def2-TZVPD
C -3.0683 -3.0672 2.5277
O -3.9723 -2.6775 1.5195
C -3.6404 -1.6210 0.7298
C -4.5617 -1.2730 -0.2538
C -4.3153 -0.2156 -1.1107
C -3.1452 0.5166 -1.0012
O -2.7932 1.5837 -1.8033
C -3.6951 1.9787 -2.8076
C -2.2156 0.1715 -0.0060
N -1.0503 0.9414 0.0530
C -0.0068 0.8565 0.9121
O 0.0690 0.0868 1.8444
C 1.1239 1.8380 0.5854
C 0.6287 3.2960 0.6142
C 1.8163 4.2264 0.6734
O 2.5741 4.4497 -0.2323
O 1.9587 4.7719 1.8840
C 1.7601 1.4710 -0.7674
C 2.2566 0.0532 -0.7270
C 3.5018 -0.2381 -0.1845
C 3.9509 -1.5420 -0.0901
C 3.1400 -2.5705 -0.5406
Cl 3.6908 -4.2056 -0.4260
C 1.8953 -2.3041 -1.0855
C 1.4619 -0.9939 -1.1753
C -2.4623 -0.8909 0.8491
H -2.9058 -2.2646 3.2532
H -2.1057 -3.3736 2.1074
H -3.5332 -3.9168 3.0253
H -5.4723 -1.8434 -0.3372
H -5.0493 0.0260 -1.8623
H -3.8618 1.1780 -3.5347
H -3.2276 2.8264 -3.3068
H -4.6541 2.2923 -2.3839
H -1.0180 1.6437 -0.6733
H 1.8703 1.7006 1.3748
H 0.0117 3.4629 1.4972
H 0.0581 3.5243 -0.2875
H 2.7418 5.3445 1.9172
H 1.0259 1.5861 -1.5675
H 2.5845 2.1583 -0.9642
H 4.1313 0.5666 0.1662
H 4.9195 -1.7616 0.3310
H 1.2721 -3.1131 -1.4329
H 0.4903 -0.7907 -1.6016
H -1.7211 -1.1219 1.5935
```

As for the SMILES: COc1ccc(OC)c(NC(=O)[C@H](CC(=O)O)Cc2ccc(Cl)cc2)c1. The calculation puts the HOMO energy at -7.900 eV. The frontier orbital gap comes out at 8.4 eV.

Here are the Löwdin charges for atoms 1 to 6, given in e:
1. C -0.083
2. O -0.083
3. C -0.274
4. C -0.006
5. C -0.018
6. C -0.213

---

## b
Below is one molecule with the formula C19H20ClNO5, with properties calculated with ωB97M-V/def2-TZVPD.

```
46
C19H20ClNO5 | the OMol25 dataset | ωB97M-V/def2-TZVPD
C -4.6784 -2.8104 0.0871
O -3.4510 -3.0704 -0.5498
C -2.3478 -2.3867 -0.1303
C -2.3335 -1.4390 0.8879
C -1.1533 -0.8064 1.2333
C 0.0265 -1.1077 0.5674
O 1.1357 -0.3684 0.9057
C 2.3915 -0.8508 0.7201
C 2.7369 -2.1759 0.9635
C 4.0502 -2.5818 0.8233
C 5.0269 -1.6783 0.4468
C 4.6754 -0.3584 0.2083
Cl 5.9286 0.7414 -0.2602
C 3.3654 0.0853 0.3347
C 2.9391 1.5018 0.0535
N 1.8740 1.5414 -0.9277
C 0.6509 2.0495 -0.6498
O 0.4201 2.6546 0.3753
C -0.3587 1.8503 -1.7698
C -1.8089 1.8377 -1.2849
C -2.2279 3.1437 -0.6088
C -1.9199 3.1336 0.8737
O -2.1030 2.1985 1.6077
O -1.5636 4.3435 1.3135
C 0.0160 -2.0404 -0.4648
C -1.1606 -2.6757 -0.8030
H -5.4064 -3.4551 -0.4031
H -4.9807 -1.7653 -0.0336
H -4.6382 -3.0557 1.1532
H -3.2321 -1.1708 1.4185
H -1.1471 -0.0441 1.9948
H 1.9741 -2.8732 1.2751
H 4.3170 -3.6092 1.0164
H 6.0539 -1.9876 0.3388
H 2.5268 1.9603 0.9581
H 3.7908 2.0924 -0.2948
H 2.0171 1.0161 -1.7757
H -0.2196 2.6684 -2.4834
H -0.1475 0.9110 -2.2851
H -1.9453 1.0217 -0.5721
H -2.4511 1.6498 -2.1477
H -1.7434 4.0080 -1.0610
H -3.3106 3.2696 -0.6938
H -1.3269 4.2957 2.2521
H 0.9231 -2.2621 -1.0088
H -1.1844 -3.4012 -1.6006
```

As for the SMILES: COc1ccc(Oc2cccc(Cl)c2CNC(=O)CCCC(=O)O)cc1. The calculation puts the HOMO energy at -8.059 eV. The frontier orbital gap comes out at 8.7 eV.

Here are the Löwdin charges for atoms 1 to 6, given in e:
1. C -0.091
2. O -0.089
3. C -0.278
4. C -0.010
5. C 0.001
6. C -0.253

---

From most stable to least stable, the computed energies give b, a.

---

## a
Below is a 2-piece molecular cluster, CH2F2O2 overall, with properties calculated with ωB97M-V/def2-TZVPD.

```
7
CH2F2O2 | the OMol25 dataset | ωB97M-V/def2-TZVPD
C -0.6234 -0.0754 -0.0457
O -0.3114 1.1881 -0.1258
O 1.6128 -0.6488 -0.0106
F -0.9646 -0.4638 1.1743
F -1.2388 -0.6905 -0.9719
H -0.0504 1.5443 -0.9874
H 1.5758 -0.8539 0.9670
```

The calculation puts the HOMO energy (spin up / spin down) at -9.305 / -9.312 eV. The frontier orbital gap (spin up / spin down) comes out at 9.1 / 9.1 eV.

Here are the Löwdin charges for atoms 1 to 6, given in e:
1. C -0.474
2. O 0.190
3. O -0.294
4. F 0.187
5. F 0.256
6. H 0.163

---

## b
Below is a 2-piece molecular cluster, CH2F2O2 overall, with properties calculated with ωB97M-V/def2-TZVPD.

```
7
CH2F2O2 | the OMol25 dataset | ωB97M-V/def2-TZVPD
C 1.0582 0.5748 0.1215
O 1.4902 -0.6375 0.3452
O -1.0970 0.1978 -0.3845
F 1.1228 1.5092 1.0413
F 1.5798 1.1235 -1.0817
H 0.8650 -1.1185 0.9014
H -1.0560 0.2768 -1.3847
```

The calculation puts the HOMO energy (spin up / spin down) at -10.361 / -10.282 eV. The frontier orbital gap (spin up / spin down) comes out at 9.6 / 9.5 eV.

Here are the Löwdin charges for atoms 1 to 6, given in e:
1. C -0.375
2. O 0.180
3. O -0.233
4. F 0.193
5. F 0.079
6. H 0.151

---

## c
Below is a 2-piece molecular cluster, CH2F2O2 overall, with properties calculated with ωB97M-V/def2-TZVPD.

```
7
CH2F2O2 | the OMol25 dataset | ωB97M-V/def2-TZVPD
C 0.1620 0.4523 -0.2865
O 1.1241 0.8688 -1.0768
O 2.9287 0.2940 -0.4086
F -0.0096 1.3610 0.7927
F 2.5380 -0.1023 0.8002
H 0.2867 -0.6563 0.2495
H -0.7180 0.5161 -1.0258
```

The calculation puts the HOMO energy (spin up / spin down) at -11.618 / -11.681 eV. The frontier orbital gap (spin up / spin down) comes out at 8.4 / 8.4 eV.

Here are the Löwdin charges for atoms 1 to 6, given in e:
1. C -0.325
2. O 0.030
3. O 0.060
4. F -0.057
5. F -0.083
6. H 0.197

---

From most stable to least stable, the computed energies give b, a, c.

---

## a
Below is an isolated ion of composition C4H9N4 and charge +1, with properties calculated with ωB97M-V/def2-TZVPD.

```
17
C4H9N4 | the OMol25 dataset | ωB97M-V/def2-TZVPD
C 1.1683 -1.7999 -0.1420
C 1.3934 -0.3878 -0.5365
C 2.2965 0.2103 0.4094
N 2.8512 0.6117 1.3261
C -0.1379 0.5191 -0.2681
N -0.5488 1.4344 -1.1474
N -0.8230 0.0022 0.7255
N -2.1633 0.4136 0.9590
H 0.8503 -1.8172 0.8495
H 1.9600 -2.3385 -0.4437
H 0.3030 -2.1715 -0.6635
H 1.5785 -0.1128 -1.6239
H 0.1364 1.8309 -1.7015
H -1.2829 2.0361 -0.7895
H -2.7221 -0.3512 1.4290
H -2.2696 1.1320 1.5744
H -2.5896 0.7886 0.0431
```

Its net charge is +1. As for the SMILES: C[C@H](C#N)/C(N)=N/[NH3+]. The calculation puts the HOMO energy at -14.802 eV. The frontier orbital gap comes out at 10.7 eV.

Here are the Löwdin charges for atoms 1 to 6, given in e:
1. C -0.057
2. C -0.204
3. C -0.223
4. N 0.201
5. C -0.250
6. N 0.189

---

## b
Below is an isolated ion of composition C4H9N4 and charge +1, with properties calculated with ωB97M-V/def2-TZVPD.

```
17
C4H9N4 | the OMol25 dataset | ωB97M-V/def2-TZVPD
C 0.9208 0.6629 0.8906
C -0.0671 0.0663 0.0323
C 0.1950 0.0899 -1.4170
N -1.3721 1.3101 0.0828
N -2.5408 0.8704 0.0847
N -2.9534 -0.3005 -0.1282
C -2.0889 -1.2686 0.2761
N -0.7606 -1.0568 0.4824
H 1.7011 -0.0870 1.1310
H 0.5435 1.1862 1.7395
H 1.3728 1.5894 0.3860
H 0.8589 0.8554 -1.6669
H -0.7091 0.2520 -1.8978
H 0.5450 -0.9106 -1.7134
H -1.1256 1.9875 0.7539
H -2.4021 -2.2020 0.5105
H -0.2031 -1.7681 0.9671
```

Its net charge is +1. As for the SMILES: CC1(C)NN=NC=[NH+]1. The calculation puts the HOMO energy at -14.262 eV. The frontier orbital gap comes out at 8.8 eV.

Here are the Löwdin charges for atoms 1 to 6, given in e:
1. C -0.022
2. C -0.455
3. C 0.005
4. N 0.166
5. N 0.013
6. N 0.086

---

From most stable to least stable, the computed energies give a, b.

---

## a
Below is an isolated ion of composition C4H9N4 and charge +1, with properties calculated with ωB97M-V/def2-TZVPD.

```
17
C4H9N4 | the OMol25 dataset | ωB97M-V/def2-TZVPD
C -1.2591 0.6549 -2.0928
N -0.0595 0.9002 -1.2684
N 0.2205 0.0909 -0.1886
C 0.5072 -1.3693 -0.3216
N 0.4673 -2.0798 0.7333
C 0.4557 -1.5582 1.8935
N 0.6571 -0.2695 2.0895
C 0.7012 0.7515 1.0045
H -1.0410 0.6693 -3.1605
H -1.7342 -0.3663 -1.9780
H -1.9758 1.4787 -1.9924
H 0.1332 1.9690 -1.2151
H 0.3825 -1.7325 -1.3359
H 0.1526 -2.1585 2.7149
H 0.5899 0.2712 2.9696
H 1.8392 1.1610 0.9760
H -0.0367 1.5873 1.1721
```

Its net charge is +1. As for the SMILES: CNN1C=NC=[NH+]C1. The calculation puts the HOMO energy (spin up / spin down) at -12.716 / -12.715 eV. The frontier orbital gap (spin up / spin down) comes out at 7.6 / 7.6 eV.

Here are the Löwdin charges for atoms 1 to 6, given in e:
1. C -0.077
2. N -0.072
3. N -0.106
4. C 0.026
5. N 0.104
6. C -0.128

---

## b
Below is a 2-piece molecular cluster, C4H9N4 overall, with properties calculated with ωB97M-V/def2-TZVPD.

```
17
C4H9N4 | the OMol25 dataset | ωB97M-V/def2-TZVPD
C 0.7656 1.6332 0.0462
C 0.0011 0.5790 0.4709
C 1.4460 -0.8305 0.0979
C -1.1305 0.3290 1.0823
N 1.9405 1.3948 -0.4047
N 2.2757 0.0875 -0.3278
N 1.5012 -2.1353 0.0999
N -2.4421 0.1835 -0.7469
H 0.3990 2.6059 0.2083
H -1.5085 -0.5534 1.6180
H -1.6792 1.1935 1.2879
H 3.2704 0.0638 -0.4902
H 1.0395 -2.8480 0.6178
H 2.2185 -2.5822 -0.4805
H -3.3475 0.5452 -0.4076
H -2.6812 -0.5908 -1.3097
H -2.0685 0.9250 -1.3615
```

Its net charge is +1. The calculation puts the HOMO energy at -12.577 eV. The frontier orbital gap comes out at 8.5 eV.

Here are the Löwdin charges for atoms 1 to 6, given in e:
1. C -0.151
2. C -0.090
3. C -0.097
4. C 0.053
5. N 0.065
6. N 0.024

---

## c
Below is an isolated ion of composition C4H9N4 and charge +1, with properties calculated with ωB97M-V/def2-TZVPD.

```
17
C4H9N4 | the OMol25 dataset | ωB97M-V/def2-TZVPD
C 1.2944 -0.2236 -0.1597
C -1.1103 1.4624 0.1310
C 1.2288 -1.9236 -1.7436
C -0.9907 1.1596 2.3846
N 0.8135 0.4209 0.9282
N 0.5779 -1.0473 -0.8637
N -0.4317 0.8082 1.0813
N -1.3611 1.0800 -1.0571
H 2.3778 -0.2532 -0.0347
H 2.1512 -1.5414 -2.0422
H 1.4110 -2.7890 -0.9561
H 0.6290 -2.3644 -2.5551
H -1.3041 2.1918 2.6502
H -1.8870 0.5152 2.2723
H -0.3870 0.6675 3.1233
H -1.6487 1.7201 -1.7713
H -1.3630 0.1167 -1.3875
```

Its net charge is +1. The calculation puts the HOMO energy (spin up / spin down) at -13.669 / -14.028 eV. The frontier orbital gap (spin up / spin down) comes out at 7.5 / 8.0 eV.

Here are the Löwdin charges for atoms 1 to 6, given in e:
1. C -0.196
2. C -0.003
3. C -0.105
4. C 0.022
5. N 0.161
6. N -0.001

---

From most stable to least stable, the computed energies give a, b, c.